(1)
{"formula": "C52H34F5LaN4OS2", "method": "the ωB97M-V functional and the def2-TZVPD basis", "elements": ["La", "C", "C", "C", "C", "C", "C", "C", "C", "C", "C", "C", "C", "C", "C", "C", "C", "C", "C", "C", "N", "C", "C", "C", "C", "C", "C", "C", "C", "C", "C", "C", "C", "N", "C", "C", "C", "C", "C", "N", "C", "C", "C", "C", "C", "C", "C", "C", "N", "H", "H", "H", "H", "H", "H", "H", "H", "H", "H", "H", "H", "H", "H", "H", "H", "H", "H", "H", "H", "H", "H", "H", "H", "H", "H", "H", "H", "C", "S", "C", "O", "H", "H", "H", "H", "H", "H", "F", "C", "C", "F", "C", "F", "C", "S", "C", "F", "C", "F"], "positions_angstrom": [[0.10338, -0.03426, -0.26170], [-5.53704, 0.36317, -5.82861], [-5.99550, 0.76798, -4.58462], [-5.13597, 0.78828, -3.49444], [-3.80841, 0.40868, -3.64036], [-3.35267, 0.00468, -4.89381], [-4.21138, -0.01996, -5.98237], [-2.85543, 0.41601, -2.48683], [-2.84445, -0.75461, -1.69541], [-3.62492, -1.94563, -1.92198], [-3.32412, -2.82294, -0.92277], [-2.37698, -2.16716, -0.05261], [-1.85356, -2.66289, 1.17201], [-2.18141, -4.07762, 1.51344], [-3.47945, -4.45878, 1.84332], [-3.76350, -5.77789, 2.16461], [-2.75294, -6.72917, 2.15795], [-1.45657, -6.35568, 1.83455], [-1.17173, -5.03628, 1.51456], [-1.07898, -1.96332, 2.10925], [-0.56966, -0.70491, 1.94708], [0.16767, -0.38358, 3.03634], [0.95287, 0.77940, 3.20130], [1.75611, 0.84844, 4.46117], [1.26801, 1.46079, 5.60940], [2.04424, 1.51283, 6.75912], [3.31226, 0.95006, 6.76935], [3.80322, 0.33347, 5.62649], [3.02786, 0.28165, 4.47804], [1.10121, 1.85731, 2.31342], [1.76943, 3.11676, 2.60509], [1.58465, 3.92813, 1.53934], [0.79869, 3.18759, 0.56424], [0.56913, 1.94517, 1.06685], [0.26694, 3.69193, -0.63099], [-0.66503, 3.06549, -1.49776], [-1.43227, 3.73864, -2.52408], [-2.31208, 2.83451, -3.02496], [-2.10428, 1.58911, -2.31849], [-1.07730, 1.77607, -1.43073], [0.64112, 5.09708, -0.98339], [-0.02216, 6.17627, -0.40641], [0.32893, 7.47703, -0.73646], [1.35092, 7.71154, -1.64523], [2.01763, 6.64141, -2.22345], [1.66380, 5.34065, -1.89401], [0.06923, -1.47009, 3.99184], [-0.68335, -2.43973, 3.42201], [-2.11440, -0.93733, -0.56253], [-6.20872, 0.34812, -6.67688], [-7.02764, 1.06876, -4.45872], [-5.49621, 1.10150, -2.52213], [-2.31568, -0.28746, -5.00737], [-3.84277, -0.33547, -6.94992], [-4.32305, -2.09376, -2.73051], [-3.73343, -3.81027, -0.78390], [-4.26393, -3.71207, 1.85774], [-4.77439, -6.06223, 2.42707], [-2.97444, -7.75800, 2.41040], [-0.66394, -7.09269, 1.83552], [-0.15899, -4.73648, 1.26957], [0.27782, 1.90021, 5.59966], [1.65774, 1.99319, 7.64889], [3.91620, 0.99012, 7.66651], [4.78960, -0.11204, 5.63026], [3.39490, -0.21117, 3.58447], [2.28586, 3.34943, 3.52239], [1.92344, 4.94535, 1.42746], [-1.33193, 4.77515, -2.80199], [-3.05824, 3.00548, -3.78415], [-0.81829, 5.98656, 0.30343], [-0.19578, 8.30725, -0.28163], [1.62738, 8.72596, -1.90157], [2.81743, 6.81727, -2.93105], [2.18648, 4.50499, -2.34336], [0.52882, -1.49178, 4.96631], [-0.95859, -3.38926, 3.85090], [-0.32020, -3.88180, -3.18033], [0.68199, -3.20776, -1.86844], [2.30920, -3.64169, -2.45142], [0.58873, -1.70723, -2.11305], [-0.22859, -4.96804, -3.18731], [-0.00954, -3.45536, -4.13307], [-1.34884, -3.60309, -2.95427], [2.40911, -4.72675, -2.46301], [3.00084, -3.21473, -1.72709], [2.46096, -3.21921, -3.44349], [7.45271, 0.43429, -0.65745], [6.28414, -0.11353, -0.31711], [5.09211, 0.47225, -0.70569], [5.09692, 1.59544, -1.42676], [3.90120, -0.12133, -0.33966], [2.76704, 0.51365, -0.75235], [3.80043, -1.28842, 0.41293], [2.27227, -1.99417, 0.90301], [5.02825, -1.84445, 0.77851], [5.06390, -2.96810, 1.50086], [6.24239, -1.27898, 0.42969], [7.38355, -1.85594, 0.81133]], "atomic_forces_ev_per_a": [[1.40, -0.86, -0.52], [0.03, -0.01, -0.04], [-0.04, 0.01, 0.03], [-0.04, -0.01, 0.05], [0.14, -0.08, -0.14], [-0.04, 0.05, 0.03], [0.00, 0.00, 0.01], [-0.09, 0.00, 0.01], [-0.01, 0.01, 0.05], [0.01, -0.02, -0.02], [0.02, -0.04, -0.05], [-0.12, 0.07, 0.10], [-0.08, 0.02, -0.01], [-0.03, 0.01, 0.01], [0.01, -0.01, 0.00], [0.00, -0.01, 0.00], [-0.01, -0.02, 0.01], [0.00, -0.01, 0.00], [0.02, -0.01, 0.00], [0.01, 0.12, 0.07], [-0.24, 0.25, -0.13], [-0.02, 0.03, 0.02], [-0.04, -0.06, 0.07], [0.05, -0.01, -0.02], [-0.01, 0.02, 0.00], [0.01, 0.00, 0.02], [0.01, 0.00, 0.00], [0.00, 0.00, 0.02], [0.00, -0.01, -0.01], [-0.10, 0.17, 0.00], [0.06, -0.07, 0.04], [0.02, 0.02, -0.07], [-0.05, 0.00, 0.06], [-0.57, -0.09, 0.02], [-0.01, 0.07, -0.05], [-0.08, 0.02, 0.07], [0.04, -0.03, -0.04], [0.00, -0.01, -0.04], [0.17, 0.15, 0.03], [-0.18, -0.19, 0.42], [0.01, 0.01, 0.02], [-0.01, -0.03, 0.00], [0.00, 0.00, 0.01], [0.00, 0.02, -0.01], [0.01, 0.00, 0.00], [-0.01, 0.00, -0.03], [0.03, -0.04, -0.01], [0.01, -0.03, -0.03], [-0.11, 0.38, 0.22], [-0.01, 0.00, 0.00], [0.00, 0.00, 0.00], [0.01, 0.00, 0.01], [0.01, 0.00, 0.00], [-0.02, 0.00, -0.01], [0.00, 0.00, -0.01], [0.01, -0.01, 0.02], [0.00, 0.01, 0.00], [0.00, 0.00, 0.00], [0.00, 0.00, 0.00], [0.01, 0.00, 0.00], [0.01, 0.01, 0.00], [-0.01, 0.00, -0.01], [-0.01, 0.00, 0.00], [0.00, 0.00, 0.00], [0.01, 0.00, 0.00], [0.00, 0.00, 0.00], [0.01, -0.01, 0.01], [0.00, 0.00, -0.02], [0.01, 0.01, 0.01], [-0.01, -0.01, -0.01], [-0.01, 0.01, 0.00], [0.00, 0.01, 0.00], [0.00, 0.00, 0.00], [0.00, 0.01, 0.00], [0.00, -0.01, 0.01], [0.01, 0.02, 0.00], [0.00, -0.01, 0.00], [0.03, -0.12, -0.10], [-0.07, 0.31, 0.05], [-0.01, -0.08, -0.01], [-0.04, -0.11, -0.01], [0.01, 0.00, 0.02], [0.01, 0.02, 0.00], [0.00, 0.03, 0.01], [-0.01, -0.01, 0.01], [0.01, 0.01, 0.00], [-0.02, 0.02, 0.00], [0.02, 0.01, -0.01], [-0.08, 0.01, 0.00], [0.07, -0.10, 0.06], [0.01, 0.04, -0.02], [-0.01, 0.00, 0.00], [-0.07, 0.00, -0.02], [-0.26, -0.01, 0.00], [0.16, 0.19, -0.16], [0.08, 0.00, -0.01], [-0.03, -0.01, 0.01], [-0.07, 0.02, -0.02], [0.04, -0.01, 0.00]], "e_homo_ev": [-7.0, -7.0], "relative_energy_kcal_mol": 0.00, "lumo_ev": [-1.181, -1.183], "orbital_gap_ev": [5.82, 5.81], "largest_force_ev_per_a": 1.7}

---

(2)
{"formula": "C52H37F5N4O3P2PdSSe", "method": "the ωB97M-V functional and the def2-TZVPD basis", "elements": ["Pd", "N", "C", "C", "C", "C", "C", "C", "S", "O", "O", "N", "C", "N", "C", "C", "C", "N", "H", "H", "H", "H", "H", "H", "H", "H", "H", "O", "C", "C", "C", "C", "C", "C", "P", "C", "C", "C", "C", "C", "C", "C", "C", "C", "C", "C", "C", "C", "C", "C", "C", "C", "C", "P", "C", "C", "C", "C", "C", "C", "C", "C", "C", "C", "C", "C", "H", "H", "H", "H", "H", "H", "H", "H", "H", "H", "H", "H", "H", "H", "H", "H", "H", "H", "H", "H", "H", "H", "H", "H", "H", "H", "H", "H", "F", "C", "C", "F", "C", "F", "C", "Se", "C", "F", "C", "F"], "positions_angstrom": [[0.00094, 0.63507, 0.15647], [7.57920, 2.18689, -3.55502], [6.18072, 2.04614, -3.44159], [5.63235, 0.97864, -2.73684], [4.25856, 0.82329, -2.66133], [3.41920, 1.73119, -3.28265], [3.95680, 2.79124, -3.99334], [5.33011, 2.94704, -4.07862], [1.64971, 1.50341, -3.19112], [1.07792, 2.41730, -4.15523], [1.41200, 0.09796, -3.38832], [1.19144, 1.84321, -1.67893], [1.41442, 3.06222, -1.18232], [0.94423, 3.25630, 0.08132], [1.14661, 4.42946, 0.64129], [1.81551, 5.47043, 0.00610], [2.24756, 5.18918, -1.28192], [2.05541, 4.03392, -1.88379], [8.07985, 1.73988, -2.80186], [7.87216, 3.14693, -3.65507], [6.28227, 0.25536, -2.25735], [3.83782, -0.01450, -2.12594], [3.28021, 3.48991, -4.46391], [5.75154, 3.77360, -4.64159], [0.75083, 4.55015, 1.64714], [1.98097, 6.42663, 0.48111], [2.77620, 5.94260, -1.86498], [-2.46508, -0.73714, 2.83574], [-2.24963, -2.04950, 3.15820], [-2.94985, -2.78575, 4.10533], [-2.58193, -4.10138, 4.36551], [-1.53602, -4.67993, 3.67731], [-0.90834, -3.96313, 2.66583], [-1.26956, -2.65770, 2.35681], [-0.54264, -1.73661, 0.90274], [0.53901, -3.07515, 0.32030], [0.19414, -4.09942, -0.45192], [1.20374, -5.16490, -0.77619], [2.16442, -5.37126, 0.36707], [2.56239, -4.31088, 1.06214], [1.98576, -2.97962, 0.72059], [-1.94806, -1.90603, -0.28525], [-1.71797, -1.47179, -1.59445], [-2.73708, -1.48530, -2.52972], [-4.00680, -1.92477, -2.17770], [-4.23929, -2.38209, -0.89284], [-3.21256, -2.38361, 0.04440], [-3.37819, 0.15843, 3.31330], [-4.07410, 0.06969, 4.51595], [-4.99152, 1.05612, 4.85161], [-5.20642, 2.13319, 4.01170], [-4.43675, 2.25779, 2.86435], [-3.49538, 1.30170, 2.50935], [-2.16188, 1.52097, 1.21962], [-1.16870, 2.59718, 2.36359], [0.07796, 2.10998, 2.74851], [0.84248, 2.78760, 3.68910], [0.37550, 3.96552, 4.25302], [-0.85393, 4.47544, 3.85520], [-1.61811, 3.79149, 2.92022], [-2.98477, 2.70988, 0.10200], [-4.30632, 2.51572, -0.30200], [-4.85785, 3.28894, -1.31197], [-4.09720, 4.26614, -1.93955], [-2.77528, 4.45091, -1.55834], [-2.22190, 3.67392, -0.55403], [-3.79825, -2.37873, 4.62259], [-3.12854, -4.66219, 5.11408], [-1.23051, -5.69727, 3.88564], [-0.14311, -4.44509, 2.07505], [-0.79303, -4.19803, -0.87946], [0.66925, -6.08229, -1.01603], [2.58278, -6.35690, 0.53362], [3.32805, -4.37078, 1.82733], [2.15179, -2.24246, 1.50814], [-0.72900, -1.14618, -1.89177], [-2.53119, -1.14915, -3.53721], [-4.80630, -1.92214, -2.90929], [-5.22033, -2.74894, -0.61268], [-3.41441, -2.75893, 1.03751], [-3.88613, -0.72151, 5.21845], [-5.53378, 0.97250, 5.78572], [-5.93496, 2.89326, 4.26412], [-4.56578, 3.12642, 2.23168], [0.46193, 1.21828, 2.25041], [1.81483, 2.39809, 3.96596], [0.97512, 4.49646, 4.98352], [-1.22053, 5.40576, 4.27322], [-2.57457, 4.20123, 2.62056], [-4.90436, 1.73680, 0.15586], [-5.88264, 3.11475, -1.61871], [-4.52523, 4.86426, -2.73474], [-2.15791, 5.18486, -2.06104], [-1.17417, 3.78885, -0.29190], [3.96000, -7.02730, -4.27618], [3.62724, -5.93793, -3.54933], [4.38561, -4.78275, -3.66950], [5.43525, -4.72787, -4.52768], [4.05402, -3.72246, -2.85332], [4.86050, -2.63552, -2.88716], [2.98134, -3.74224, -1.98180], [2.88656, -2.18364, -0.85880], [2.05936, -4.83866, -2.00522], [0.59531, -4.40330, -3.02364], [2.56081, -5.97729, -2.69420], [1.88817, -7.16013, -2.59105]], "atomic_forces_ev_per_a": [[-0.45, -0.78, 0.12], [0.02, -0.01, -0.01], [-0.03, 0.00, 0.01], [0.04, 0.01, -0.01], [0.02, -0.06, 0.02], [-0.13, 0.02, 0.04], [-0.05, 0.05, 0.00], [0.01, 0.00, 0.01], [-0.24, -0.08, -0.13], [0.02, 0.03, -0.01], [0.04, 0.04, 0.09], [0.03, -0.24, 0.18], [-0.02, 0.28, -0.02], [0.19, -0.11, -0.03], [0.12, 0.12, 0.01], [-0.04, -0.02, 0.04], [-0.01, 0.04, 0.03], [0.08, -0.06, -0.01], [0.00, 0.00, 0.00], [0.00, 0.00, 0.01], [0.00, -0.02, 0.01], [-0.03, -0.03, 0.02], [-0.01, 0.02, -0.01], [0.00, 0.01, 0.00], [0.02, 0.02, -0.04], [0.00, 0.01, 0.00], [-0.01, 0.00, 0.01], [0.06, -0.01, 0.08], [-0.04, -0.06, -0.06], [-0.02, 0.02, 0.03], [0.00, -0.01, 0.00], [-0.03, -0.03, 0.03], [-0.01, 0.02, 0.00], [0.13, 0.12, 0.18], [0.00, 0.47, -0.74], [-0.03, -0.05, -0.07], [-0.02, 0.13, -0.01], [-0.11, -0.05, -0.14], [0.06, 0.04, 0.07], [0.05, -0.06, 0.01], [-0.01, 0.07, 0.03], [-0.10, -0.06, 0.11], [0.07, -0.07, 0.05], [0.00, 0.01, -0.02], [-0.02, 0.00, -0.06], [-0.05, -0.03, 0.02], [0.06, 0.12, 0.02], [-0.04, 0.08, 0.06], [0.03, -0.03, -0.01], [-0.02, 0.02, 0.01], [-0.03, 0.01, 0.03], [-0.03, -0.02, -0.08], [-0.04, -0.20, -0.03], [0.53, 0.19, -0.31], [-0.04, -0.02, 0.05], [0.04, 0.09, 0.10], [0.02, -0.05, 0.03], [0.00, 0.04, 0.03], [0.00, 0.01, 0.03], [-0.01, 0.05, -0.04], [-0.11, -0.02, 0.02], [0.03, -0.01, -0.05], [-0.03, 0.04, -0.04], [-0.02, 0.00, 0.00], [-0.02, 0.03, -0.02], [0.12, 0.10, 0.10], [0.00, -0.01, 0.00], [-0.01, 0.00, 0.00], [0.00, -0.01, 0.01], [0.02, -0.02, 0.02], [-0.02, -0.01, 0.00], [0.02, 0.03, 0.03], [0.02, -0.01, 0.00], [0.01, 0.00, -0.01], [0.00, 0.00, -0.05], [0.11, 0.10, -0.01], [0.02, 0.00, -0.01], [0.00, 0.00, 0.00], [0.00, 0.00, 0.01], [-0.02, -0.03, 0.07], [0.00, 0.01, 0.01], [0.00, 0.00, 0.00], [-0.01, 0.01, 0.00], [0.01, 0.02, 0.00], [-0.04, -0.02, 0.20], [0.00, 0.00, 0.01], [-0.01, 0.00, 0.00], [0.00, 0.01, 0.00], [-0.02, 0.00, -0.02], [0.00, -0.01, 0.02], [0.00, 0.01, -0.01], [0.00, 0.00, -0.01], [0.00, 0.01, -0.01], [-0.22, -0.02, -0.05], [0.00, 0.00, 0.00], [-0.01, 0.01, 0.00], [0.00, 0.05, 0.06], [0.00, 0.00, -0.01], [0.03, -0.03, -0.10], [0.05, -0.01, -0.06], [-0.16, -0.06, 0.01], [0.08, -0.06, 0.12], [0.36, -0.13, 0.08], [-0.04, -0.01, 0.00], [-0.11, 0.13, -0.01], [0.01, -0.01, -0.01]], "e_homo_ev": -1.6, "relative_energy_kcal_mol": 51.01, "total_charge": -2, "lumo_ev": 3.832, "orbital_gap_ev": 5.43, "largest_force_ev_per_a": 0.9}